Molecular formula: C5H39O16
Method: DFT, the ωB97M-V functional and the def2-TZVPD basis

Geometry as XYZ:
```
60
Properties=species:S:1:pos:R:3:forces:R:3
C -0.573 -0.662 -1.706 1.1 0.7 0.6
O -0.431 0.660 -1.173 0.2 0.9 0.5
C -1.516 -1.521 -0.914 -2.2 -0.6 -1.0
C -1.174 -3.007 -0.976 0.1 -0.7 -0.2
C 0.323 -3.228 -0.709 -1.0 1.2 1.2
C 0.675 -2.654 0.673 0.7 -2.1 0.3
O 2.058 -2.914 0.968 0.0 0.1 -0.1
H -0.745 -0.619 -2.776 -0.6 -0.2 0.0
H 0.467 -0.983 -1.615 -0.4 -0.3 0.0
H -1.226 1.207 -1.209 -0.3 -0.8 -0.4
H -1.704 -1.262 0.122 0.8 0.6 0.3
H -2.535 -1.378 -1.340 0.4 -0.1 0.0
H -1.800 -3.576 -0.269 0.4 0.4 0.3
H -1.454 -3.514 -1.910 0.2 0.6 -0.3
H 0.907 -2.647 -1.418 0.3 -0.9 -0.4
H 0.509 -4.285 -0.635 0.6 -0.3 -0.5
H 0.260 -3.376 1.390 -0.8 0.8 0.1
H 0.390 -1.623 0.882 0.0 0.0 -0.2
H 2.166 -0.026 -2.260 0.6 0.1 -0.2
H 2.500 0.445 -3.703 0.0 0.3 0.3
O 2.445 -0.335 -3.144 0.1 -0.5 -0.2
H 2.355 2.083 -0.689 0.5 0.8 0.3
H 1.973 2.950 0.482 0.1 0.2 0.0
O 2.334 3.043 -0.417 -0.2 -0.5 -0.1
H 0.390 1.932 -2.363 0.3 0.0 0.2
H 1.541 2.966 -2.419 0.1 0.2 0.6
O 1.047 2.339 -2.944 -0.3 -0.1 -0.9
H -4.468 -0.869 0.512 -0.2 0.0 -0.6
H -4.325 0.189 1.469 0.1 0.4 0.1
O -4.678 0.072 0.569 0.3 -0.3 0.7
H 1.130 -0.634 -4.446 -0.3 0.3 0.3
H -0.016 0.407 -4.349 0.2 0.2 0.2
O 0.367 -0.260 -4.919 -0.1 -0.5 -0.7
H -0.355 1.695 4.366 -0.3 0.1 0.3
H -0.049 2.191 2.991 -0.9 -0.8 0.3
O -0.843 1.898 3.562 0.5 0.9 0.1
H 0.703 -1.122 2.977 0.1 -0.3 0.2
H 0.301 -0.093 3.898 -0.4 0.1 0.0
O -0.092 -0.864 3.474 -0.4 0.0 0.0
H 2.149 1.121 2.154 -0.7 0.9 -0.7
H 0.683 1.426 1.339 -0.1 -0.2 0.2
O 1.179 1.779 2.087 1.0 0.0 -0.2
H -2.950 0.485 3.628 -0.6 0.4 -0.1
H -2.074 -0.550 3.275 0.2 -0.7 -0.6
O -3.024 -0.353 3.153 0.5 0.5 0.5
H -2.416 2.174 -2.736 -0.1 0.2 -0.3
H -3.294 1.439 -1.755 0.4 0.0 -1.1
O -2.746 1.289 -2.565 -0.3 -0.3 0.6
H 3.853 1.196 1.660 0.2 -0.1 0.1
H 2.625 -2.353 0.440 0.2 0.4 -0.3
O 3.212 0.496 1.803 0.3 1.2 -0.8
H 2.296 -2.114 2.703 0.6 0.5 -0.2
H 2.804 -0.590 2.561 0.8 -0.2 -0.3
O 2.499 -1.284 3.165 -1.0 -1.9 1.6
H -2.568 2.696 -0.308 0.0 -0.5 0.9
H -4.069 2.066 -0.148 0.6 -0.4 0.7
O -3.496 2.741 -0.523 -0.9 1.1 -0.7
H 1.313 0.660 -0.549 0.4 -0.5 0.6
H 2.635 0.331 0.501 -0.4 0.3 -0.8
O 2.256 0.395 -0.495 -0.4 -0.4 0.0
```
Positions in Å, forces in eV/Å.

## Properties
F_max = 2.7 eV/Å
HOMO = -7.181 eV
Net charge = -1
Frontier orbital gap = 9.62 eV
Energy relative to the best compared isomer or geometry (same formula, charge and spin) = 94.1 kcal/mol

Here are the Mulliken charges for atoms 1 to 2, given in e: atom 1 (C): 0.78, atom 2 (O): 0.01